{
  "formula": "C28H36As2SiYb",
  "method": "the ωB97M-V functional and the def2-TZVPD basis",
  "total_charge": 1,
  "spin_multiplicity": 2,
  "homo_energy_ha": [-0.381, -0.399],
  "e_above_lowest_kcal_mol": 0.0,
  "s2": 0.755,
  "species": ["C", "C", "C", "H", "C", "C", "H", "H", "H", "H", "Yb", "C", "H", "H", "H", "Si", "C", "C", "H", "C", "H", "C", "H", "C", "H", "C", "H", "C", "C", "H", "C", "H", "C", "H", "C", "H", "C", "H", "H", "H", "C", "As", "C", "C", "C", "C", "C", "C", "C", "As", "C", "C", "H", "H", "H", "H", "H", "H", "H", "H", "H", "H", "H", "H", "H", "H", "H", "H"],
  "coordinates": [[1.260, 2.364, 1.709], [1.562, 2.424, 0.326], [0.399, 2.898, -0.352], [2.530, 2.173, -0.105], [-0.595, 3.161, 0.630], [-0.060, 2.833, 1.895], [-0.522, 3.082, 2.857], [1.961, 2.176, 2.528], [0.320, 3.068, -1.420], [-1.550, 3.651, 0.448], [-0.074, 0.822, 0.402], [0.330, -3.541, -2.027], [1.063, -2.734, -1.928], [-0.305, -3.517, -2.924], [-0.286, -3.574, -1.129], [0.079, -0.026, -2.882], [1.515, -0.413, -4.043], [2.468, 0.614, -4.206], [2.301, 1.569, -3.699], [3.613, 0.433, -4.990], [4.341, 1.244, -5.110], [3.834, -0.805, -5.620], [4.723, -0.961, -6.227], [2.877, -1.833, -5.510], [3.050, -2.790, -6.022], [1.717, -1.626, -4.738], [0.964, -2.415, -4.650], [-1.176, 0.804, -4.007], [-0.982, 1.108, -5.378], [-0.035, 0.867, -5.843], [-1.955, 1.798, -6.131], [-1.749, 2.061, -7.178], [-3.148, 2.204, -5.535], [-3.863, 2.806, -6.105], [-3.372, 1.908, -4.185], [-4.295, 2.267, -3.723], [-2.390, 1.246, -3.434], [-2.545, 1.121, -2.368], [0.916, -4.464, -2.043], [-0.250, -1.313, -1.964], [-3.135, -1.746, 3.862], [-2.157, -0.359, 2.865], [-3.459, 1.085, 3.175], [-0.804, 0.073, 4.257], [-1.131, 0.871, 5.353], [-0.152, 1.189, 6.310], [1.136, 0.659, 6.200], [1.473, -0.166, 5.112], [0.512, -0.440, 4.142], [0.959, -1.522, 2.501], [2.855, -1.937, 2.811], [0.293, -3.222, 3.230], [-4.134, -1.360, 4.093], [-2.589, -1.993, 4.779], [-3.203, -2.622, 3.202], [-4.349, 0.637, 3.634], [-3.014, 1.872, 3.791], [-3.689, 1.460, 2.167], [-2.141, 1.250, 5.478], [-0.402, 1.857, 7.139], [1.895, 0.878, 6.957], [2.482, -0.584, 5.040], [3.103, -1.914, 3.876], [3.055, -2.923, 2.378], [3.398, -1.163, 2.259], [0.123, -3.124, 4.308], [-0.644, -3.452, 2.714], [1.046, -3.998, 3.048]],
  "forces_ev_per_a": [[0.634, 0.871, 0.519], [0.702, 1.232, 0.051], [0.867, 1.801, -0.124], [-0.293, 0.054, -0.050], [0.106, 0.936, -0.229], [-0.105, 0.659, 0.357], [0.145, -0.457, -0.449], [-0.275, -0.198, -0.429], [-0.048, 0.047, 0.140], [0.170, -0.297, 0.020], [-2.014, -5.235, 0.357], [0.448, -0.810, 0.247], [-0.315, -0.123, -0.372], [0.361, 0.327, 0.340], [-0.113, 0.083, -0.064], [0.216, -0.897, -0.815], [0.668, -0.078, 0.152], [0.115, -0.218, -0.063], [0.172, -0.194, -0.167], [-0.040, -0.394, -0.144], [-0.345, -0.353, 0.092], [-0.749, 0.093, 0.238], [-0.131, 0.041, 0.159], [-0.067, 0.449, 0.206], [-0.189, 0.512, 0.274], [0.296, 0.094, 0.144], [0.374, 0.176, -0.091], [-1.056, 0.434, 0.109], [-0.290, 0.244, 0.254], [-0.024, -0.164, -0.085], [0.551, -0.190, 0.288], [-0.070, -0.220, 0.556], [0.242, -0.088, 0.227], [0.175, -0.380, 0.247], [0.239, 0.151, 0.026], [0.340, -0.225, -0.001], [-0.226, 0.287, -0.587], [-0.183, -0.132, 0.046], [-0.157, -0.041, -0.068], [-0.290, 1.640, -0.885], [0.131, -0.430, -0.419], [0.250, 0.546, 0.810], [0.190, -0.098, -0.535], [0.361, -0.080, -0.133], [0.637, -0.069, 0.248], [-0.052, -0.143, -0.174], [0.036, -0.151, -0.207], [-0.380, 0.311, 0.324], [-0.131, 0.055, -0.774], [0.296, 0.091, 1.280], [-0.212, 0.566, -0.361], [-0.372, -0.045, -0.306], [0.314, -0.270, -0.039], [-0.197, 0.018, -0.265], [-0.151, 0.108, 0.460], [0.253, 0.454, -0.123], [-0.322, -0.111, -0.254], [-0.200, 0.168, 0.510], [0.168, -0.006, 0.045], [0.083, -0.314, -0.257], [-0.331, -0.016, -0.271], [-0.434, 0.322, 0.098], [0.038, -0.181, -0.361], [0.016, 0.279, 0.104], [0.311, -0.289, 0.281], [0.040, -0.001, -0.312], [0.145, -0.284, 0.259], [-0.329, 0.133, -0.057]]
}